No. 1
154
Properties=species:S:1:pos:R:3:mulliken_charge:R:1 method="wB97M-V/def2-TZVPD" de_lowest_kj_mol=0.0 e_homo_ev=-10.64 charge=+1
Mg 1.9737 3.1974 -1.0056 1.95
C 1.3643 1.0016 -4.3561 0.64
F 0.6342 0.2132 -5.1121 -0.21
F 2.0935 0.2694 -3.5004 -0.12
F 2.1988 1.7158 -5.1104 -0.25
S 0.2258 2.1892 -3.4215 0.81
O 0.5774 3.5007 -3.8720 -0.70
O -1.1050 1.7689 -3.6611 -0.57
N 0.6868 2.0212 -1.8132 -0.80
S 0.0250 0.6554 -1.2322 -0.59
O -0.3003 -0.3264 -2.1932 0.25
O 0.8107 0.1907 -0.1200 -0.33
C -1.5257 1.2116 -0.4015 0.42
F -1.1979 2.1040 0.5460 -0.22
F -2.4080 1.7424 -1.2321 -0.19
F -2.0691 0.1607 0.2004 -0.11
C -1.9731 1.5115 6.1664 -0.44
O -2.6873 1.1564 7.3451 -0.39
C -3.7286 2.0474 7.6460 -0.64
C -4.8972 2.0147 6.6938 -0.45
O -4.7021 2.9547 5.6511 -0.27
C -5.8640 3.3051 4.9335 -0.60
C -6.2198 2.2671 3.9070 -0.59
O -5.1290 1.8553 3.1023 -0.24
C -4.4554 2.9214 2.4833 -0.20
H -1.2867 0.6927 5.9575 0.22
H -1.3580 2.4080 6.3188 0.28
H -2.6594 1.6656 5.3316 0.16
H -3.4057 3.0786 7.8412 0.31
H -4.1347 1.7328 8.6151 0.34
H -5.8113 2.2910 7.2422 0.48
H -5.0407 0.9945 6.3175 0.25
H -5.7100 4.2882 4.4876 0.38
H -6.6848 3.4270 5.6555 0.39
H -7.0085 2.6260 3.2270 0.38
H -6.5953 1.3649 4.3900 0.31
H -5.1193 3.3829 1.7365 0.38
H -3.6077 2.5163 1.9266 -0.33
H -4.0417 3.6513 3.1842 0.24
C 0.7674 -7.1532 -7.7225 -0.71
O -0.5120 -6.9908 -7.1647 -0.32
C -0.9618 -5.6615 -7.2571 -0.21
C -2.3829 -5.6279 -6.7508 -0.58
O -2.7814 -4.2957 -6.5797 -0.31
C -3.9893 -4.1821 -5.8570 -0.43
C -4.2279 -2.7559 -5.5099 -0.74
O -3.2994 -2.3410 -4.5426 -0.05
C -3.4182 -0.9813 -4.2193 -0.44
H 1.5254 -6.6000 -7.1523 0.28
H 0.7953 -6.8164 -8.7655 0.29
H 1.0169 -8.2118 -7.6887 0.25
H -0.9090 -5.2723 -8.2821 0.30
H -0.3303 -5.0103 -6.6319 0.15
H -2.4728 -6.2146 -5.8262 0.29
H -3.0390 -6.1235 -7.4866 0.41
H -3.9063 -4.7680 -4.9303 0.24
H -4.8096 -4.5756 -6.4714 0.40
H -5.2647 -2.6460 -5.1447 0.40
H -4.1975 -2.1080 -6.4010 0.35
H -3.3240 -0.3624 -5.1235 0.34
H -2.6027 -0.6998 -3.5564 -0.25
H -4.3848 -0.7693 -3.7448 0.36
C 0.7530 4.1055 1.7482 -1.46
O 1.5058 3.2048 0.9423 1.53
C 1.9910 2.1090 1.7254 -1.60
C 3.1989 1.4461 1.0473 -1.73
O 3.2587 1.8754 -0.3169 1.17
C 4.2536 1.2493 -1.1176 -1.06
C 4.5069 2.1371 -2.3677 -1.25
O 3.4840 3.1121 -2.5307 0.93
C 3.7122 3.9386 -3.6736 -1.22
H 0.3737 4.8882 1.0985 0.21
H 1.4262 4.6068 2.4518 0.28
H -0.0399 3.5857 2.2811 0.48
H 1.2048 1.3688 1.8782 0.58
H 2.2936 2.4554 2.7160 0.93
H 3.0897 0.3607 1.0761 0.39
H 4.1197 1.7371 1.5589 0.44
H 3.9093 0.2565 -1.4122 0.31
H 5.1941 1.1423 -0.5719 0.54
H 4.5363 1.4735 -3.2365 0.43
H 5.4798 2.6317 -2.2922 0.62
H 2.9211 4.6800 -3.7146 0.15
H 3.7275 3.3520 -4.5870 0.36
H 4.6724 4.4535 -3.5569 0.39
C 2.0432 -3.3335 -0.4119 -0.73
O 2.5912 -2.7165 0.7320 -0.37
C 1.7092 -2.7169 1.8115 0.10
C 2.4306 -2.2976 3.0831 -0.92
O 3.3390 -1.2573 2.8006 0.03
C 3.9709 -0.6687 3.9158 -0.19
C 4.9405 -1.5841 4.6422 -0.92
O 4.2834 -2.5766 5.3999 -0.33
C 4.0546 -2.2050 6.7440 -0.73
H 1.2868 -2.6945 -0.8829 0.16
H 1.5658 -4.3016 -0.2238 0.32
H 2.8587 -3.4991 -1.1144 0.34
H 1.3195 -3.7244 2.0240 0.56
H 0.8559 -2.0533 1.6008 -0.05
H 2.9281 -3.1580 3.5319 0.37
H 1.6642 -1.9573 3.7982 0.27
H 3.2170 -0.2761 4.6188 0.49
H 4.5380 0.1695 3.4965 -0.06
H 5.5984 -0.9812 5.2783 0.46
H 5.5120 -2.1094 3.8728 0.34
H 4.9506 -2.3194 7.3605 0.27
H 3.2577 -2.8243 7.1542 0.27
H 3.6828 -1.1742 6.8294 0.31
C -5.5218 -5.1171 0.4282 -0.49
O -5.0454 -4.4234 1.5716 -0.37
C -3.7307 -4.7053 1.9757 -0.79
C -2.6157 -4.5411 0.9579 0.02
O -2.7317 -5.4174 -0.1383 -0.30
C -1.5964 -5.4226 -0.9798 -0.57
C -1.6046 -4.2463 -1.9376 0.75
O -0.3018 -4.0906 -2.4518 -0.38
C -0.2876 -3.2990 -3.6304 0.45
H -6.5996 -4.9499 0.3943 0.26
H -5.3837 -6.1959 0.5514 0.28
H -5.0720 -4.7434 -0.4871 0.11
H -3.6710 -5.6640 2.5200 0.38
H -3.5243 -3.9720 2.7644 0.32
H -1.6450 -4.6252 1.4615 0.24
H -2.7286 -3.5016 0.6013 0.17
H -1.5304 -6.3640 -1.5217 0.28
H -0.6957 -5.3554 -0.3498 0.24
H -1.9083 -3.3333 -1.4119 -0.13
H -2.3167 -4.4581 -2.7452 -0.23
H -0.7173 -2.3274 -3.3853 -0.34
H -0.8965 -3.7743 -4.4092 -0.31
H 0.7276 -3.2257 -4.0143 0.37
C 5.0274 3.8558 3.4038 -1.02
O 4.2383 4.3113 2.3119 -0.07
C 4.9233 5.1359 1.4209 -0.90
C 4.7036 4.6924 -0.0128 -0.36
O 3.3355 4.7289 -0.4129 -0.20
C 2.7440 6.0106 -0.2567 -0.51
C 1.6405 6.1503 -1.2895 -1.37
O 0.9464 4.9028 -1.4376 -0.13
C -0.4741 5.0833 -1.5264 -0.91
H 5.8557 3.2432 3.0459 0.45
H 4.3590 3.2709 4.0329 0.23
H 5.3627 4.7122 3.9923 0.34
H 6.0164 5.0929 1.5508 0.54
H 4.7208 6.2126 1.5046 0.36
H 5.0337 3.6619 -0.1044 0.01
H 5.2894 5.3671 -0.6488 0.45
H 3.4805 6.7992 -0.4505 0.68
H 2.3879 6.2013 0.7594 0.22
H 2.0775 6.4204 -2.2539 0.31
H 0.9380 6.9323 -1.0042 0.59
H -0.9350 4.1573 -1.8396 0.11
H -0.7105 5.8684 -2.2476 0.34
H -0.8895 5.4292 -0.5748 0.44

---

No. 2
73
Properties=species:S:1:pos:R:3:mulliken_charge:R:1 method="wB97M-V/def2-TZVPD" e_homo_ev=-9.82 charge=+1
C 9.8306 0.6805 -3.2147 -0.93
P 8.1026 0.5021 -2.6477 0.09
O 7.8609 1.8901 -1.7597 -0.46
Si 6.8868 0.8590 -4.4897 0.22
O 5.3049 1.1317 -4.0519 0.11
Si 4.1888 1.1540 -5.3128 0.10
B 2.3980 0.6298 -4.5933 0.45
N 1.7400 1.2577 -3.4910 -0.45
O 1.7596 -0.4117 -5.2273 -0.48
H 10.4428 0.6186 -2.3283 0.30
H 10.0462 1.6243 -3.6913 0.31
H 10.1257 -0.1296 -3.8634 0.35
H 7.7968 2.6685 -2.3373 0.31
H 7.3803 2.0339 -5.2567 -0.14
H 7.0141 -0.3574 -5.3168 -0.15
H 4.2155 2.4914 -5.9527 -0.13
H 4.6313 0.1565 -6.3108 -0.14
H 1.4695 0.6372 -2.7416 0.09
H 2.2082 2.0791 -3.1399 0.22
H 1.4836 -1.1132 -4.6199 0.28
C -1.3783 2.0026 -1.8534 -1.27
C -1.4460 0.4884 -1.6776 0.52
C -2.8215 0.0060 -1.2133 -1.14
C -3.1450 0.2733 0.2655 -1.19
P -2.4478 -0.8404 1.4936 1.20
C -2.8209 -2.5278 0.9497 -1.45
C -4.2543 -2.9094 0.5470 -0.79
C -5.2915 -3.0887 1.6602 -0.41
C -4.8499 -3.9910 2.8085 -1.26
C -3.3197 -0.5985 3.0463 -0.67
C -3.2849 0.7377 3.8106 -0.97
C -1.9989 1.0906 4.5616 0.24
C -1.3904 -0.0503 5.3710 -1.38
C -0.6505 -0.9160 1.6177 -0.93
C 0.2765 0.2115 2.1083 -1.24
C 0.0552 1.6259 1.5431 0.35
C 1.1199 2.0317 0.5242 -1.77
H -1.6396 2.5352 -0.9354 0.29
H -0.3751 2.3078 -2.1406 0.21
H -2.0607 2.3290 -2.6381 0.46
H -0.6620 0.1592 -0.9865 -0.46
H -1.2217 0.0197 -2.6375 0.45
H -2.9253 -1.0611 -1.4240 0.37
H -3.5820 0.5041 -1.8154 0.50
H -4.2277 0.1675 0.4009 0.67
H -2.9369 1.3134 0.5257 0.72
H -2.4305 -3.2102 1.7086 0.75
H -2.1817 -2.6850 0.0755 0.52
H -4.1782 -3.8553 0.0081 0.52
H -4.6387 -2.1860 -0.1765 0.23
H -6.1837 -3.5193 1.2043 0.45
H -5.6159 -2.1203 2.0489 0.24
H -4.6890 -5.0130 2.4637 0.37
H -5.6146 -4.0202 3.5826 0.37
H -3.9280 -3.6482 3.2824 0.25
H -3.0801 -1.4353 3.7060 0.54
H -4.3667 -0.7450 2.7685 0.07
H -4.0997 0.6942 4.5348 0.45
H -3.5352 1.5539 3.1281 0.34
H -2.2223 1.9172 5.2359 0.47
H -1.2630 1.4888 3.8609 -0.33
H -2.0449 -0.3463 6.1917 0.35
H -0.4399 0.2594 5.8030 0.42
H -1.1866 -0.9347 4.7632 0.29
H -0.3071 -1.2534 0.6348 0.71
H -0.4771 -1.7803 2.2701 0.59
H 1.2948 -0.1064 1.8796 0.60
H 0.2412 0.2371 3.1965 0.26
H 0.0890 2.3459 2.3613 0.58
H -0.9383 1.7255 1.0995 -0.19
H 2.0912 2.1286 1.0080 0.49
H 0.8810 2.9925 0.0705 0.42
H 1.2171 1.2933 -0.2752 0.25

---

No. 3
13
Properties=species:S:1:pos:R:3:nbo_charge:R:1 method="wB97M-V/def2-TZVPD" de_lowest_kj_mol=449.8 e_homo_ev="-7.39 / -7.30" charge=0
C -0.4010 -0.9814 -2.6472 -0.35
C 0.6620 -1.7242 -2.9138 -0.19
C 0.0042 0.5372 0.5541 0.16
C 0.1362 -0.1431 -1.6701 0.04
C -0.4420 0.1735 1.9559 -0.67
N -0.3791 -0.3061 -0.3436 -0.46
I 2.6676 -1.5069 -3.3948 0.18
H -1.2898 -1.5258 -2.5377 0.23
H 0.5648 1.3844 0.2507 0.16
H 0.9281 0.6277 -1.7518 0.19
H -1.1918 0.8925 2.2969 0.23
H -0.8496 -0.8350 1.9352 0.25
H 0.3445 0.5288 2.6230 0.23

---

No. 4
21
Properties=species:S:1:pos:R:3:nbo_charge:R:1 method="wB97M-V/def2-TZVPD" de_lowest_kj_mol=12.6 e_homo_ev="-16.94 / -16.48" charge=+2
C -1.4655 -2.1945 0.1344 -0.27
C -0.4780 -1.4156 -0.4726 0.04
C -2.6417 -1.5635 0.5675 0.06
C -1.8081 0.6441 -0.2731 -0.21
C -0.5233 0.0859 -0.4849 0.22
C -2.8235 -0.1433 0.2245 -0.17
C 1.4326 1.3037 -1.4333 0.36
N 2.5990 1.6424 -1.0315 -0.68
N 0.5645 0.6989 -0.8332 -0.22
N 2.0235 0.3487 1.5986 -1.09
I -4.8108 0.6044 0.3124 0.53
H -1.3637 -3.2653 0.1476 0.29
H 0.5492 -1.7264 -0.7504 0.26
H -3.4437 -1.9990 1.2888 0.30
H -1.8271 1.7086 -0.2341 0.27
H 1.3583 1.3156 -2.6190 0.28
H 3.3237 1.7965 -1.7301 0.45
H 2.8603 1.6371 -0.0670 0.44
H 1.3035 -0.0887 2.2265 0.39
H 2.5020 0.9466 2.1621 0.38
H 2.6689 -0.3361 1.2670 0.38